Record 1
The following is a DFT calculation (ωB97M-V/def2-TZVPD) of one molecule with the formula C4H10N2O2.

Calculated values
strongest force on any atom = 0.1057 hartree/bohr
charge = 0
energy above the lowest of the compared OMol25 structures with the same formula, charge and spin = 3.999 eV
E = -418.31402 hartree

Element x y z (Å)
O (1.1262, -1.5439, 1.8313)
C (1.5563, -0.6151, 1.1417)
C (0.6709, -0.1435, -0.0420)
C (0.8016, 1.2366, -0.6259)
O (0.2585, 2.3725, 0.0049)
N (-0.6468, -0.3934, 0.4204)
C (-1.8045, -0.2298, -0.4912)
N (-1.6472, -0.7600, -1.8958)
H (2.4417, -0.1502, 1.6077)
H (0.9701, -0.9593, -0.9264)
H (1.9241, 1.4548, -0.6040)
H (0.4435, 1.2033, -1.7296)
H (0.0162, 2.1677, 0.8828)
H (-0.7906, -1.1374, 1.1819)
H (-2.5195, -0.8570, 0.0103)
H (-2.1332, 0.8295, -0.6025)
H (-0.7429, -0.8013, -2.1710)
H (-1.9757, -1.7945, -1.9064)

Results of the Mulliken charge analysis, in e, for atoms 1 through 5:
1 O -0.51
2 C -0.19
3 C 0.34
4 C -0.54
5 O -0.47

=====

Record 2
The following is a DFT calculation (ωB97M-V/def2-TZVPD) of a 2-piece molecular cluster, C9H13NO2S overall.

Calculated values
strongest force on any atom = 0.1266 hartree/bohr
spin multiplicity = 3
charge = 0
energy above the lowest of the compared OMol25 structures with the same formula, charge and spin = 3.258 eV
E = -953.85218 hartree

Element x y z (Å)
C (0.9277, 1.3650, 1.5813)
C (0.2592, 0.1709, 2.1846)
C (0.7520, 1.7587, 0.3325)
C (-0.6868, -0.4788, 1.2296)
C (3.1695, -1.7748, 1.2806)
C (2.4906, -2.0327, 0.3326)
C (-0.1023, 1.0400, -0.6741)
C (-0.8287, -0.0870, -0.0216)
C (0.7693, 0.5493, -1.8399)
N (-3.1083, 0.4094, -1.3252)
O (-1.5562, -1.3547, -2.2626)
O (-2.7972, -1.8362, -0.1916)
S (-2.0766, -0.8987, -1.0044)
H (1.5809, 1.9238, 2.2386)
H (-0.2873, 0.4650, 3.0887)
H (1.2618, 2.6359, -0.0403)
H (-1.2878, -1.2995, 1.5951)
H (3.7394, -1.5519, 2.1350)
H (1.0148, -0.5594, 2.4991)
H (1.9093, -2.2769, -0.5082)
H (-0.8533, 1.7297, -1.0814)
H (0.1811, -0.0773, -2.5036)
H (1.6104, -0.0237, -1.4597)
H (1.1551, 1.3984, -2.4003)
H (-3.2433, 0.5402, -2.3159)
H (-3.9933, 0.2654, -0.8686)

Results of the Mulliken charge analysis, in e, for atoms 1 through 5:
1 C -0.60
2 C -0.43
3 C -0.75
4 C -0.94
5 C -0.66

=====

Record 3
The following is a DFT calculation (ωB97M-V/def2-TZVPD) of C40H41F2N6RhSe2Si2 as an isolated structure.

Calculated values
strongest force on any atom = 0.0081 hartree/bohr
spin multiplicity = 5
charge = 0
energy above the lowest of the compared OMol25 structures with the same formula, charge and spin = 0.572 eV
E = -7569.51619 hartree

Element x y z (Å)
Rh (0.5292, 0.4349, -0.3283)
F (0.7833, 2.5054, 4.6997)
C (1.3439, 1.7162, 3.7676)
C (0.7258, 1.5830, 2.5389)
C (1.2848, 0.7671, 1.5586)
C (2.4836, 0.0660, 1.8545)
C (3.0581, 0.2497, 3.1146)
F (4.1946, -0.4011, 3.4510)
C (2.5166, 1.0600, 4.0877)
C (2.9928, -0.8875, 0.8509)
C (4.1827, -1.6162, 0.9213)
C (4.4835, -2.5115, -0.0876)
C (3.6062, -2.6747, -1.1525)
C (2.4543, -1.9156, -1.1641)
N (2.1603, -1.0490, -0.1948)
H (-0.2125, 2.0877, 2.3831)
H (2.9905, 1.1692, 5.0508)
H (4.8550, -1.4852, 1.7499)
H (5.3987, -3.0853, -0.0393)
H (3.8007, -3.3776, -1.9491)
H (1.7220, -1.9998, -1.9576)
C (0.7527, 3.8037, 0.1001)
Si (-0.6069, 2.5917, -0.4066)
C (-2.1452, 2.8581, 0.6419)
C (-1.2018, 3.1351, -2.1354)
C (-1.8239, 2.2497, -3.0164)
C (-2.3355, 2.6621, -4.2387)
C (-2.2183, 3.9893, -4.6206)
C (-1.6051, 4.8928, -3.7656)
C (-1.1133, 4.4711, -2.5388)
H (0.4495, 4.8326, -0.0962)
H (1.6734, 3.6178, -0.4546)
H (0.9800, 3.7255, 1.1620)
H (-2.5067, 3.8602, 0.3973)
H (-2.0020, 2.7991, 1.7170)
H (-2.9277, 2.1500, 0.3703)
H (-1.9243, 1.2148, -2.7237)
H (-2.8239, 1.9500, -4.8920)
H (-2.6057, 4.3199, -5.5758)
H (-1.5126, 5.9319, -4.0543)
H (-0.6488, 5.2032, -1.8921)
C (-0.5346, -0.5825, -4.9542)
Si (1.0131, 0.4149, -4.6693)
C (1.0429, 1.9744, -5.6879)
C (2.5440, -0.6326, -4.9102)
Se (1.3104, 1.2188, -2.4928)
H (-0.7558, -0.5744, -6.0233)
H (-1.3959, -0.1674, -4.4369)
H (-0.4146, -1.6167, -4.6343)
H (0.9654, 1.7257, -6.7479)
H (1.9644, 2.5345, -5.5319)
H (0.2027, 2.6186, -5.4255)
H (2.6891, -0.8147, -5.9764)
H (2.4428, -1.5979, -4.4152)
H (3.4384, -0.1416, -4.5289)
N (-1.4674, -9.9156, 1.0342)
C (-1.4414, -8.8113, 0.6997)
C (-1.4063, -7.4536, 0.2985)
C (-2.4395, -6.8965, -0.4918)
C (-2.4088, -5.5830, -0.8718)
C (-1.3425, -4.7404, -0.4668)
C (-0.2926, -5.3013, 0.3089)
C (-0.3321, -6.6216, 0.6702)
N (-1.3238, -3.3996, -0.8035)
C (-2.1663, -2.7429, -1.6924)
C (-1.7709, -1.4383, -1.7134)
N (-0.7203, -1.2500, -0.8772)
C (-0.4615, -2.4563, -0.3343)
H (-3.2682, -7.5229, -0.7932)
H (-3.2244, -5.1910, -1.4612)
H (0.5520, -4.7028, 0.6202)
H (0.4756, -7.0359, 1.2600)
H (-2.9615, -3.2389, -2.2110)
H (-2.2333, -0.6305, -2.2434)
H (0.2756, -2.6460, 0.4204)
C (-3.1321, -3.5571, 2.3545)
N (-1.8417, -3.0484, 2.7682)
C (-1.4225, -1.7643, 2.6569)
Se (-2.3130, -0.3384, 1.9363)
N (-0.1791, -1.7105, 3.1922)
C (0.2181, -2.9574, 3.6360)
C (1.3893, -3.4112, 4.2191)
C (1.4390, -4.7563, 4.5528)
C (0.3570, -5.6081, 4.3159)
C (-0.8123, -5.1510, 3.7278)
C (-0.8577, -3.8091, 3.3872)
H (-3.5812, -2.8286, 1.6822)
H (-3.7775, -3.6998, 3.2224)
H (-2.9920, -4.5030, 1.8315)
H (0.3621, -0.8590, 3.1855)
H (2.2225, -2.7474, 4.4065)
H (2.3338, -5.1542, 5.0108)
H (0.4350, -6.6514, 4.5892)
H (-1.6402, -5.8155, 3.5263)

Results of the Mulliken charge analysis, in e, for atoms 1 through 5:
1 Rh -1.48
2 F -0.37
3 C 0.48
4 C -0.38
5 C 0.47

=====

Record 4
The following is a DFT calculation (ωB97M-V/def2-TZVPD) of an isolated ion of composition CHNO5S2 and charge -2.

Calculated values
strongest force on any atom = 0.0911 hartree/bohr
charge = -2
energy above the lowest of the compared OMol25 structures with the same formula, charge and spin = 1.287 eV
E = -1266.01571 hartree

Element x y z (Å)
C (-0.9814, 0.6255, 0.0337)
N (-0.1178, 0.2703, 0.9033)
O (-2.7657, 1.6587, 1.7712)
O (1.1769, 0.4610, -1.3856)
O (-3.4205, 1.5188, -0.5611)
O (-0.5826, 2.0668, -2.2062)
O (-0.8552, -0.3623, -2.4667)
S (-2.7543, 0.8131, 0.5685)
S (-0.2731, 0.7107, -1.6089)
H (0.8351, 0.0454, 0.3337)

Results of the Mulliken charge analysis, in e, for atoms 1 through 5:
1 C 0.31
2 N -0.77
3 O -0.62
4 O -0.77
5 O -0.64

=====

Record 5
The following is a DFT calculation (ωB97M-V/def2-TZVPD) of a 2-piece molecular cluster, CH8NP2 overall.

Calculated values
strongest force on any atom = 0.0241 hartree/bohr
charge = +1
energy above the lowest of the compared OMol25 structures with the same formula, charge and spin = 0.329 eV
E = -780.01263 hartree

Element x y z (Å)
C (-1.1919, -1.4480, -0.0777)
N (-1.9499, -1.7665, 1.1501)
P (2.1754, 2.5861, -0.7357)
P (-0.1538, -0.1262, -0.0640)
H (-1.3984, -2.1252, -0.8876)
H (-1.7046, -2.7012, 1.5103)
H (-2.9653, -1.7375, 0.9936)
H (-1.7144, -1.0674, 1.8704)
H (2.4227, 3.9454, -0.6693)
H (3.2133, 2.2854, 0.1369)
H (0.2788, -0.2709, -1.3782)
H (2.9881, 2.4260, -1.8491)

Results of the Mulliken charge analysis, in e, for atoms 1 through 5:
1 C -0.28
2 N -0.35
3 P -0.23
4 P 0.04
5 H 0.35

=====

Record 6
The following is a DFT calculation (ωB97M-V/def2-TZVPD) of a 2-piece molecular cluster, C4H9O3 overall.

Calculated values
strongest force on any atom = 0.0332 hartree/bohr
charge = -1
energy above the lowest of the compared OMol25 structures with the same formula, charge and spin = 0.497 eV
E = -383.58827 hartree

Element x y z (Å)
C (0.3470, 2.8261, -0.2185)
C (0.7465, 1.3632, -0.5449)
O (-0.0554, 0.7915, -1.3412)
O (1.7511, 0.9229, 0.0295)
H (-0.7371, 2.8452, -0.0768)
H (0.4894, 3.4696, -1.0931)
H (0.8695, 3.2532, 0.6322)
C (-0.3409, -2.2784, -0.1397)
C (-0.3043, -1.4563, 1.1476)
O (-0.9300, -1.6321, -1.2246)
H (0.7300, -2.4926, -0.3598)
H (-0.7802, -3.2759, -0.0714)
H (-1.0939, -0.6971, 1.1956)
H (-0.7203, -0.6455, -1.2087)
H (0.5958, -0.8678, 1.2975)
H (-0.5672, -2.1259, 1.9762)

Results of the Mulliken charge analysis, in e, for atoms 1 through 5:
1 C -0.99
2 C 0.71
3 O -0.80
4 O -0.70
5 H 0.26

=====

- Which formula does entry 2 have?
  C9H13NO2S

=====

Repeat the fourth record exactly.
The following is a DFT calculation (ωB97M-V/def2-TZVPD) of an isolated ion of composition CHNO5S2 and charge -2.

Calculated values
strongest force on any atom = 0.0911 hartree/bohr
charge = -2
energy above the lowest of the compared OMol25 structures with the same formula, charge and spin = 1.287 eV
E = -1266.01571 hartree

Element x y z (Å)
C (-0.9814, 0.6255, 0.0337)
N (-0.1178, 0.2703, 0.9033)
O (-2.7657, 1.6587, 1.7712)
O (1.1769, 0.4610, -1.3856)
O (-3.4205, 1.5188, -0.5611)
O (-0.5826, 2.0668, -2.2062)
O (-0.8552, -0.3623, -2.4667)
S (-2.7543, 0.8131, 0.5685)
S (-0.2731, 0.7107, -1.6089)
H (0.8351, 0.0454, 0.3337)

Results of the Mulliken charge analysis, in e, for atoms 1 through 5:
1 C 0.31
2 N -0.77
3 O -0.62
4 O -0.77
5 O -0.64

=====

- The lowest energy above the lowest of the compared OMol25 structures with the same formula, charge and spin belongs to which entry?
  CH8NP2

=====

Please write out number 5 again, unchanged.
The following is a DFT calculation (ωB97M-V/def2-TZVPD) of a 2-piece molecular cluster, CH8NP2 overall.

Calculated values
strongest force on any atom = 0.0241 hartree/bohr
charge = +1
energy above the lowest of the compared OMol25 structures with the same formula, charge and spin = 0.329 eV
E = -780.01263 hartree

Element x y z (Å)
C (-1.1919, -1.4480, -0.0777)
N (-1.9499, -1.7665, 1.1501)
P (2.1754, 2.5861, -0.7357)
P (-0.1538, -0.1262, -0.0640)
H (-1.3984, -2.1252, -0.8876)
H (-1.7046, -2.7012, 1.5103)
H (-2.9653, -1.7375, 0.9936)
H (-1.7144, -1.0674, 1.8704)
H (2.4227, 3.9454, -0.6693)
H (3.2133, 2.2854, 0.1369)
H (0.2788, -0.2709, -1.3782)
H (2.9881, 2.4260, -1.8491)

Results of the Mulliken charge analysis, in e, for atoms 1 through 5:
1 C -0.28
2 N -0.35
3 P -0.23
4 P 0.04
5 H 0.35